C32H46BaBrN3P2S | ωB97M-V with the def2-TZVPD basis set

Results
ΔE to the lowest compared entry with this formula, charge and spin = 114.2 kJ/mol
DFT total energy = -5091.0886 a.u.
F_max = 3.227 eV/A
molecular weight = 784.0 g mol⁻¹
frontier orbital gap = 3.463 eV
total charge = +2
LUMO level = -7.7 eV

Each line ends with the Mulliken charge.
Geometry (Å):
N (-6.075, 4.902, -4.340)  -0.486
C (-5.944, 5.508, -3.157)  -0.335
C (-4.981, 5.128, -2.219)  -0.577
C (-4.062, 4.103, -2.548)  0.817
C (-4.189, 3.511, -3.825)  -0.247
C (-5.220, 3.932, -4.671)  -0.417
C (-3.075, 3.641, -1.581)  -0.235
Ba (-0.398, 2.626, 0.490)  1.629
P (5.184, -0.650, 0.177)  -0.226
C (-1.847, 3.070, -1.848)  -0.703
C (-1.622, 1.610, -1.857)  0.001
C (-0.488, 0.918, -2.376)  -1.058
C (-0.303, -0.441, -2.134)  -0.119
C (-1.078, -1.168, -1.197)  0.350
C (-2.153, -0.436, -0.648)  -0.480
C (-2.524, 0.814, -1.114)  -1.101
Br (0.978, -0.214, 0.849)  -0.725
H (-3.381, 3.831, -0.542)  0.296
H (-1.017, 3.752, -2.184)  0.508
H (-4.971, 5.611, -1.244)  0.368
H (-3.546, 2.681, -4.121)  0.366
H (-6.663, 6.299, -2.935)  0.377
H (-5.357, 3.422, -5.626)  0.368
H (0.237, 1.464, -2.997)  0.478
H (-3.541, 1.174, -0.958)  0.377
H (0.563, -0.924, -2.598)  0.388
H (-2.713, -0.838, 0.193)  0.863
P (-0.961, -2.993, -0.942)  1.192
C (4.603, 1.070, 0.277)  0.017
C (5.759, 2.030, -0.059)  -1.254
H (4.254, 1.216, 1.307)  0.344
H (3.749, 1.192, -0.400)  -0.016
H (5.505, 3.057, 0.230)  0.354
H (6.671, 1.739, 0.480)  0.362
H (5.989, 2.029, -1.133)  0.314
C (4.569, -1.249, -1.456)  0.536
C (5.521, -2.283, -2.065)  -1.297
H (4.481, -0.366, -2.106)  0.432
H (3.562, -1.654, -1.286)  -0.650
H (5.245, -2.488, -3.105)  0.386
H (6.550, -1.908, -2.045)  0.377
H (5.506, -3.224, -1.502)  0.319
C (4.260, -1.643, 1.403)  0.227
C (5.185, -2.022, 2.571)  -1.335
H (3.901, -2.552, 0.890)  0.196
H (3.375, -1.072, 1.727)  -0.297
H (4.646, -2.647, 3.288)  0.386
H (6.032, -2.607, 2.195)  0.357
H (5.562, -1.145, 3.113)  0.330
C (-0.543, -3.626, 0.702)  -0.283
C (-1.384, -4.787, 1.266)  -1.332
H (-0.505, -2.766, 1.393)  0.281
H (0.506, -3.958, 0.589)  0.584
H (-2.393, -4.473, 1.559)  0.302
H (-1.490, -5.593, 0.530)  0.338
H (-0.858, -5.187, 2.144)  0.442
C (0.318, -3.572, -2.099)  -0.520
C (-0.004, -3.356, -3.577)  -1.303
H (0.502, -4.633, -1.856)  0.521
H (1.215, -2.995, -1.818)  0.029
H (-0.852, -3.949, -3.939)  0.360
H (-0.218, -2.302, -3.770)  0.361
H (0.878, -3.599, -4.179)  0.407
C (-2.527, -3.679, -1.537)  -0.757
C (-3.800, -3.299, -0.794)  -1.196
H (-2.353, -4.763, -1.449)  0.603
H (-2.593, -3.439, -2.609)  0.463
H (-4.171, -2.314, -1.098)  0.292
H (-4.574, -4.032, -1.063)  0.400
H (-3.675, -3.290, 0.298)  0.224
N (-1.832, -0.242, 2.547)  0.069
C (-1.689, 0.798, 3.422)  0.192
N (-1.022, 1.898, 3.071)  0.012
C (-0.629, 2.622, 4.199)  0.318
C (0.453, 3.510, 4.153)  -0.352
C (1.068, 3.850, 5.357)  -0.696
C (0.568, 3.371, 6.585)  -0.560
C (-0.531, 2.484, 6.617)  -0.408
C (-1.107, 2.093, 5.415)  0.701
S (-2.221, 0.763, 5.085)  -0.199
H (-2.209, -1.090, 2.965)  0.269
H (-1.003, -0.373, 1.918)  -0.360
H (0.814, 3.862, 3.174)  -0.082
H (1.953, 4.501, 5.345)  0.360
H (1.039, 3.689, 7.528)  0.372
H (-0.903, 2.071, 7.554)  0.391

=====

C3H10OS | ωB97M-V with the def2-TZVPD basis set

Results
ΔE to the lowest compared entry with this formula, charge and spin = 74.4 kJ/mol
DFT total energy = -593.6888 a.u.
F_max = 1.111 eV/A
SMILES string = CCS.CO
molecular weight = 94.2 g mol⁻¹
frontier orbital gap = 9.719 eV
total charge = 0
LUMO level = 0.8 eV

Each line ends with the Mulliken charge.
Geometry (Å):
C (0.053, 1.819, 2.941)  -1.110
C (0.351, 1.900, 1.445)  -0.340
S (-0.689, 0.779, 0.486)  -0.241
H (0.228, 0.829, 3.350)  0.329
H (-0.982, 2.120, 3.129)  0.322
H (0.659, 2.582, 3.429)  0.308
H (0.174, 2.911, 1.085)  0.306
H (1.424, 1.722, 1.365)  0.315
H (0.159, 0.499, -0.508)  0.110
C (0.364, -2.454, -3.179)  -0.531
O (0.543, -2.583, -1.757)  -0.485
H (-0.635, -2.765, -3.477)  0.288
H (0.604, -1.435, -3.476)  0.196
H (1.063, -3.080, -3.676)  0.229
H (-0.300, -2.922, -1.464)  0.304

=====

C26H36ClNPdSi3 | ωB97M-V with the def2-TZVPD basis set

Results
ΔE to the lowest compared entry with this formula, charge and spin = 0.0 kJ/mol
DFT total energy = -2523.8095 a.u.
F_max = 0.117 eV/A
molecular weight = 588.7 g mol⁻¹
frontier orbital gap = 5.689 eV
total charge = -2
LUMO level = 5.0 eV

Each line ends with the Mulliken charge.
Geometry (Å):
Pd (-0.091, -0.573, 0.419)  -0.402
C (3.205, -0.892, -0.939)  -1.418
Si (2.177, -0.157, 0.504)  0.825
C (2.715, 1.670, 0.561)  -1.224
C (3.048, -0.985, 1.999)  0.482
C (4.358, -0.759, 2.434)  -0.566
C (4.903, -1.487, 3.482)  -0.559
C (4.140, -2.467, 4.112)  -0.584
C (2.838, -2.699, 3.689)  -0.454
C (2.273, -1.962, 2.643)  -0.022
Si (0.466, -2.101, 2.008)  0.964
C (0.231, -3.965, 1.688)  -1.282
C (-0.543, -1.806, 3.606)  -1.456
H (4.269, -0.648, -0.829)  0.362
H (2.868, -0.528, -1.912)  0.285
H (3.106, -1.982, -0.943)  0.312
H (3.807, 1.772, 0.591)  0.382
H (2.296, 2.168, 1.438)  0.321
H (2.344, 2.203, -0.318)  0.169
H (4.966, -0.002, 1.944)  0.253
H (5.921, -1.297, 3.811)  0.357
H (4.562, -3.041, 4.931)  0.342
H (2.249, -3.462, 4.192)  0.222
H (0.560, -4.545, 2.558)  0.315
H (0.807, -4.292, 0.819)  0.294
H (-0.819, -4.197, 1.495)  0.229
H (-0.254, -2.507, 4.398)  0.425
H (-1.614, -1.918, 3.418)  0.317
H (-0.371, -0.791, 3.973)  0.283
C (-0.167, -0.780, -2.987)  -0.681
Si (-0.231, 1.044, -2.568)  0.256
C (1.402, 1.823, -3.147)  -1.183
C (-1.520, 1.848, -3.721)  -1.424
N (-0.524, 1.215, -0.899)  1.042
C (-0.804, 2.381, -0.277)  -0.036
C (-0.917, 3.640, -0.932)  -0.565
C (-1.220, 4.806, -0.249)  -0.657
C (-1.428, 4.811, 1.126)  -0.535
C (-1.316, 3.594, 1.798)  -0.689
C (-1.018, 2.423, 1.131)  0.100
H (0.085, -0.927, -4.043)  0.431
H (-1.133, -1.253, -2.795)  0.011
H (0.579, -1.291, -2.373)  0.048
H (1.506, 1.711, -4.232)  0.391
H (2.269, 1.363, -2.670)  0.157
H (1.425, 2.892, -2.915)  0.341
H (-1.157, 2.799, -4.124)  0.440
H (-2.459, 2.035, -3.200)  0.327
H (-1.733, 1.184, -4.565)  0.393
H (-0.757, 3.693, -2.003)  0.119
H (-1.291, 5.735, -0.809)  0.341
H (-1.661, 5.727, 1.656)  0.314
H (-1.462, 3.557, 2.874)  0.353
H (-0.924, 1.489, 1.676)  0.343
Cl (-2.608, -3.721, -1.082)  -0.289
C (-3.275, -2.129, -1.406)  0.682
C (-4.013, -1.981, -2.568)  -0.462
C (-4.567, -0.752, -2.892)  -0.464
C (-4.347, 0.316, -2.021)  -0.729
C (-3.600, 0.157, -0.874)  -0.229
C (-3.027, -1.084, -0.493)  0.459
C (-2.256, -1.216, 0.716)  -2.333
H (-4.145, -2.840, -3.215)  0.373
H (-5.140, -0.628, -3.803)  0.308
H (-4.758, 1.293, -2.252)  0.367
H (-3.418, 1.006, -0.225)  0.307
H (-2.271, -2.221, 1.130)  0.762
H (-2.537, -0.470, 1.462)  0.436

=====

C13H19BrN2O3SYb | ωB97M-V with the def2-TZVPD basis set

Results
DFT total energy = -4972.1342 a.u.
F_max = 4.676 eV/A
molecular weight = 536.3 g mol⁻¹
frontier orbital gap = 5.617 eV
total charge = +2
LUMO level = -9.3 eV

Each line ends with the Mulliken charge.
Geometry (Å):
C (4.790, -0.551, 0.615)  -1.314
C (3.294, -0.697, 0.136)  -0.129
C (2.979, 0.363, -1.013)  -0.757
C (1.722, 1.233, -0.626)  -0.315
N (0.497, 0.938, -1.421)  -0.204
C (-0.707, 0.805, -0.586)  0.348
C (-0.662, -0.534, 0.275)  1.146
C (-0.528, -0.529, 1.736)  -0.152
C (-0.547, -1.816, 2.417)  -0.629
N (-0.666, -3.041, 1.857)  -0.482
C (-0.748, -3.025, 0.503)  -0.669
C (-0.761, -1.864, -0.368)  -0.497
C (-1.894, 0.550, -1.626)  -1.622
C (-3.271, 0.268, -0.905)  -0.428
S (-3.523, 1.563, 0.395)  1.598
O (-4.247, 2.706, -0.088)  -0.520
O (-4.440, 0.932, 1.446)  -0.731
O (-2.167, 1.946, 1.166)  -0.253
C (-1.018, 2.081, 0.283)  -0.890
Br (-1.213, 3.707, -0.844)  0.056
H (5.459, -0.502, -0.280)  0.369
H (5.037, -1.434, 1.261)  0.356
H (4.864, 0.373, 1.244)  0.304
H (2.626, -0.593, 1.030)  0.130
H (3.073, -1.717, -0.288)  0.282
H (3.868, 1.004, -1.250)  0.458
H (2.744, -0.232, -1.936)  0.289
H (1.985, 2.311, -0.836)  0.297
H (1.573, 1.176, 0.484)  0.177
H (0.628, 0.004, -1.833)  0.452
H (-0.427, 0.422, 2.300)  0.389
H (-0.477, -1.787, 3.533)  0.409
H (-0.812, -4.022, -0.002)  0.415
H (-0.862, -2.004, -1.462)  0.377
H (-1.623, -0.304, -2.302)  0.413
H (-2.053, 1.424, -2.308)  0.536
H (-4.100, 0.430, -1.660)  0.587
H (-3.295, -0.804, -0.506)  0.120
H (-0.152, 2.321, 0.952)  0.617
Yb (-4.946, -1.102, 0.507)  1.468

=====

C2H2FNO | ωB97M-V with the def2-TZVPD basis set

Results
ΔE to the lowest compared entry with this formula, charge and spin = 460.0 kJ/mol
DFT total energy = -307.0719 a.u.
F_max = 3.978 eV/A
molecular weight = 75.0 g mol⁻¹
frontier orbital gap (spin up / spin down) = 8.992 / 8.325 eV
total charge = 0
LUMO level (spin up / spin down) = -0.9 / -1.0 eV

Each line ends with the Mulliken charge.
Geometry (Å):
C (-0.275, 0.975, -0.170)  0.242
C (0.960, -2.358, 0.161)  0.179
N (-0.685, 0.059, 0.386)  -0.505
O (1.506, -2.219, -0.784)  0.051
F (1.910, -0.485, -1.256)  -0.640
H (0.017, 1.820, -0.906)  0.255
H (0.447, -1.836, 0.909)  0.419